(A)
A gas-phase ion, C2H7N2 (charge +1), computed with ωB97M-V/def2-TZVPD.

```
11
C2H7N2 ωB97M-V/def2-TZVPD
C -0.47 0.37 1.61
N -0.68 0.11 0.24
C 0.37 -0.17 -0.57
N 0.14 -0.26 -1.95
H -0.82 -0.06 -2.23
H -1.39 0.69 2.07
H -0.08 -0.53 2.12
H 0.92 -1.05 -0.17
H 1.06 0.70 -0.40
H 0.30 1.14 1.75
H 0.65 -0.95 -2.48
```

Computed properties:
HOMO level   -15.3 eV
Charge   +1

***

(B)
2 unconnected molecules or ions with the total composition C2H7N2, computed with ωB97M-V/def2-TZVPD.

```
11
C2H7N2 ωB97M-V/def2-TZVPD
C 1.23 -0.18 1.21
C 0.07 0.24 0.56
N -2.58 -0.41 -2.28
N 2.23 0.61 1.98
H 1.75 -1.10 1.10
H -0.66 0.97 0.97
H -3.09 -0.64 -3.13
H -2.69 -1.02 -1.49
H -1.52 -0.47 -2.46
H 2.17 1.63 1.97
H 3.09 0.37 1.57
```

Computed properties:
HOMO level   -12.8 eV
Charge   +1

***

Which of them is most stable, and which least? Most stable: (A); least stable: (B).

***

(A)
A molecular structure, C4H8NO2, computed with ωB97M-V/def2-TZVPD.

```
15
C4H8NO2 ωB97M-V/def2-TZVPD
C 1.31 -0.78 -1.22
C 1.69 0.14 0.01
C 0.53 0.57 1.02
N 3.05 0.39 0.36
C -3.33 -0.23 0.03
O -2.10 -0.04 0.08
O -4.14 -0.22 1.02
H 0.29 -0.34 -1.42
H 1.95 -0.64 -2.04
H 1.36 -1.82 -1.00
H 2.31 1.33 0.49
H 1.04 0.52 2.00
H -0.31 -0.13 0.86
H 0.14 1.59 0.83
H -3.79 -0.35 -1.02
```

Computed properties:
HOMO level   -4.3 eV
Charge   -1

***

(B)
A gas-phase ion, C4H8NO2 (charge -1), computed with ωB97M-V/def2-TZVPD.

```
15
C4H8NO2 ωB97M-V/def2-TZVPD
C 0.18 -1.54 0.89
N -0.25 -0.68 -0.17
C 0.14 -0.89 -1.44
O 0.47 -1.97 -1.93
C -0.77 0.62 0.21
C 0.20 1.54 1.08
O -0.03 2.83 1.03
H 0.43 -2.52 0.49
H -0.63 -1.66 1.61
H 1.03 -1.11 1.42
H 0.02 -0.03 -2.11
H -1.70 0.45 0.78
H -1.10 1.21 -0.65
H 0.11 1.10 2.12
H 1.19 1.16 0.66
```

Computed properties:
Structure (SMILES)   CN(C=O)CC[O-]
HOMO level   -2.7 eV
Charge   -1

***

Which of them is most stable, and which least? Most stable: (B); least stable: (A).